Computed, not measured: 3 unconnected molecules or ions with the total composition C44H49BN3O14S3, with ωB97M-V with the def2-TZVPD basis set.

Results
lowest unoccupied orbital energy	-0.65	eV
energy relative to the best compared isomer or geometry (same formula, charge and spin)	0.0	kcal/mol
F_max	1.54	eV Å⁻¹
E_tot	-4143.272183	hartree
HOMO level	-4.577	eV
net charge	-1
gap between HOMO and LUMO	3.92	eV

Positions of all 114 atoms, in Å:
C: 7.832 3.768 -0.467
C: 6.969 4.589 -0.511
C: 5.897 5.582 -0.511
C: 5.345 5.768 -1.930
C: 3.877 6.224 -1.979
C: 2.939 5.256 -1.284
C: 3.006 3.910 -1.605
C: 2.174 3.012 -0.972
C: 2.253 1.558 -1.376
C: 1.173 1.301 -2.451
C: 1.525 0.192 -3.431
C: 1.282 3.440 -0.001
C: 1.173 4.783 0.314
C: 2.019 5.677 -0.348
O: 1.893 7.032 -0.047
B: 2.563 7.497 1.047
O: 2.266 8.748 1.509
O: 3.579 6.783 1.700
N: 0.289 5.320 1.283
C: -0.957 4.634 1.459
C: -2.040 5.404 1.801
C: -3.273 4.844 2.031
C: -4.399 5.810 2.361
O: -5.166 6.166 1.443
O: -4.426 6.172 3.568
C: -3.471 3.471 1.936
C: -4.825 2.836 2.166
C: -5.599 3.278 3.444
C: -7.029 3.677 3.102
N: -7.781 2.678 2.408
O: -7.528 4.731 3.361
C: -2.364 2.674 1.584
C: -2.519 1.157 1.501
C: -3.220 0.746 0.193
C: -2.836 -0.625 -0.376
S: -1.071 -0.963 -0.499
C: -0.731 -2.085 0.831
S: -1.753 -2.228 2.105
N: 0.416 -2.858 0.737
C: 1.160 -2.738 -0.528
C: 2.329 -3.733 -0.596
C: 1.271 -2.699 1.923
C: 1.897 -1.311 2.062
C: -1.133 3.266 1.343
S: 0.274 2.262 0.876
H: 8.449 2.954 -0.184
H: 5.156 5.211 0.190
H: 6.313 6.497 -0.096
H: 5.944 6.536 -2.418
H: 5.472 4.836 -2.469
H: 3.615 6.328 -3.033
H: 3.784 7.208 -1.530
H: 3.714 3.584 -2.350
H: 3.220 1.332 -1.824
H: 2.118 0.941 -0.487
H: 1.076 2.221 -3.027
H: 0.219 1.152 -1.954
H: 1.797 -0.750 -2.958
H: 0.664 -0.010 -4.070
H: 2.320 0.519 -4.098
H: 2.510 8.794 2.438
H: 3.211 5.983 2.095
H: 0.778 5.424 2.167
H: -1.909 6.472 1.892
H: -4.771 1.755 2.181
H: -5.437 3.088 1.298
H: -5.111 4.066 4.006
H: -5.712 2.422 4.119
H: -7.263 1.810 2.338
H: -7.967 2.970 1.455
H: -1.564 0.659 1.632
H: -3.122 0.876 2.358
H: -4.288 0.680 0.405
H: -3.127 1.547 -0.536
H: -3.300 -1.452 0.153
H: -3.213 -0.673 -1.398
H: 1.538 -1.725 -0.661
H: 0.488 -2.964 -1.347
H: 2.387 -4.399 0.256
H: 2.287 -4.326 -1.500
H: 3.261 -3.168 -0.653
H: 2.059 -3.444 1.957
H: 0.670 -2.884 2.806
H: 2.510 -1.275 2.961
H: 1.151 -0.523 2.134
H: 2.557 -1.128 1.214
C: 0.607 -5.788 -3.684
C: 1.453 -6.669 -3.133
C: 1.090 -8.117 -2.960
O: 1.918 -8.860 -2.465
C: -0.229 -8.552 -3.385
C: -1.077 -7.671 -3.932
C: -0.704 -6.227 -4.129
O: -1.523 -5.495 -4.650
O: -2.297 -8.002 -4.340
O: 2.660 -6.331 -2.699
H: 0.858 -4.744 -3.813
H: -0.487 -9.592 -3.240
H: -2.692 -7.182 -4.694
H: 3.058 -7.151 -2.348
C: -1.111 -5.877 0.848
C: -2.065 -6.189 1.740
C: -2.314 -7.610 2.167
O: -3.184 -7.820 2.991
C: -1.507 -8.662 1.566
C: -0.562 -8.348 0.671
C: -0.297 -6.925 0.265
O: 0.592 -6.724 -0.548
O: 0.204 -9.262 0.080
O: -2.855 -5.277 2.291
H: -0.921 -4.859 0.535
H: -1.706 -9.681 1.866
H: 0.799 -8.770 -0.518
H: -3.465 -5.764 2.877